The following is a quantum chemistry calculation of 2 unconnected molecules or ions with the total composition C16H21NO4, from the Open Molecules 2025 dataset.

Computed properties:
lowest unoccupied orbital energy = -1.09 eV
HOMO-LUMO gap = 0.3195 Ha
E_HOMO = -9.79 eV
energy relative to the best compared isomer or geometry (same formula, charge and spin) = 698.5 kJ/mol
M = 291.35 g/mol
total energy = -977.8040 Ha
strongest force on any atom = 0.44 eV Å⁻¹

Geometry as XYZ:
```
42
Properties=species:S:1:pos:R:3:forces:R:3:lowdin_charge:R:1
C -3.288403 0.458399 3.190977 -0.2065 0.1490 -0.2976 0.11
C -3.255076 -0.426909 2.381564 0.0127 -0.1130 0.2238 -0.15
C -3.224292 -1.559097 1.455094 -0.0046 -0.0385 0.0940 -0.19
C -1.856588 -2.280504 1.335331 -0.1256 0.1083 -0.1770 -0.16
C -0.648657 -1.449576 1.764258 0.3560 -0.2124 -0.1416 -0.16
C -0.255139 -0.365655 0.803927 -0.1124 0.2905 0.2098 -0.13
C -0.099927 0.906412 1.180495 -0.0660 -0.0565 -0.0053 0.07
C 0.332691 1.976286 0.256074 0.0795 0.0274 -0.0257 -0.33
O 0.647261 3.069017 0.680415 -0.0597 0.0060 -0.0176 0.11
C 0.363388 1.676359 -1.213325 0.0280 -0.1674 0.1157 -0.12
C 0.612477 2.826903 -2.141152 -0.0787 0.0857 -0.2171 -0.14
C -0.134830 2.767871 -3.493706 -0.0300 0.0358 0.2159 -0.20
C 0.761768 2.541528 -4.713943 -0.0935 -0.0061 0.0926 -0.26
C 1.668809 1.318337 -4.641712 -0.1095 -0.1192 -0.1406 -0.12
C 0.197496 0.403987 -1.585185 0.0016 0.3325 -0.0882 0.07
C 0.053435 -0.703863 -0.615925 0.0895 -0.0820 -0.1631 -0.32
O 0.222156 -1.851588 -0.978210 -0.0949 -0.0427 0.0838 0.11
H -3.418943 1.314597 3.808070 0.1382 -0.0762 0.1270 0.03
H -3.571168 -1.213697 0.479358 0.0950 0.0576 -0.0235 0.11
H -3.973441 -2.275891 1.798521 -0.0121 -0.0068 -0.0766 0.11
H -1.874349 -3.206263 1.909046 -0.0035 0.0989 0.1778 0.11
H -1.724539 -2.578999 0.296690 0.0103 -0.0859 0.0177 0.10
H 0.207642 -2.126344 1.861828 -0.0668 -0.0303 -0.0853 0.12
H -0.805640 -1.007550 2.746129 -0.0399 -0.0078 0.0202 0.10
H -0.273243 1.226128 2.201414 0.0215 -0.0384 0.0105 0.13
H 0.369070 3.739897 -1.600049 -0.0417 -0.0007 -0.0130 0.11
H 1.687400 2.897661 -2.335709 0.0389 -0.0332 0.1069 0.13
H -0.655091 3.719669 -3.616760 -0.0156 -0.0282 -0.1165 0.11
H -0.923038 2.011744 -3.448406 0.0702 -0.0744 -0.0211 0.11
H 0.124197 2.437001 -5.595135 0.0061 0.1223 -0.0256 0.10
H 1.359167 3.444489 -4.866902 0.0845 -0.0510 -0.0085 0.11
H 1.089894 0.392228 -4.683777 -0.0310 0.0329 0.0321 0.07
H 2.340604 1.299577 -5.500682 0.0758 0.0041 0.0662 0.07
H 2.269775 1.283279 -3.732203 0.0517 0.0693 -0.0111 0.07
H 0.219795 0.126908 -2.631493 0.0373 -0.1645 0.0521 0.11
C 2.799818 -2.912530 4.125582 0.0368 0.0835 0.0278 0.05
N 1.340551 -3.124871 4.333388 -0.0305 0.0079 -0.0299 -0.46
O 0.677328 -2.180113 4.705871 0.0195 -0.0068 0.0364 0.06
O 0.911851 -4.235887 4.102360 0.0017 0.0141 -0.0046 0.06
H 3.031704 -1.881986 4.365568 -0.0265 -0.0014 0.0051 0.09
H 3.322296 -3.605732 4.777659 -0.0051 -0.0366 -0.0333 0.10
H 3.011839 -3.141633 3.085418 -0.0010 -0.0460 0.0076 0.10
```
Forces are in eV/Å.